# 1
Below is an isolated ion of composition C7H11N2O3S and charge +1 in a non-equilibrium geometry, with properties calculated with wB97M-V/def2-TZVPD.

Positions of all 24 atoms, in Å:
C (-0.67, 0.56, -0.25)
C (-2.75, 1.38, -0.94)
C (-3.39, 0.34, -0.50)
C (0.75, -1.85, -0.34)
C (1.48, -0.50, -0.39)
C (-0.06, -1.85, 1.01)
C (1.08, 1.72, -1.32)
N (-4.20, -0.64, -0.40)
N (0.56, 0.62, -0.61)
O (-1.45, 1.52, -0.78)
O (-5.10, -0.46, 0.70)
O (-4.16, -1.63, -1.12)
S (-1.32, -0.56, 0.88)
H (-3.25, 2.16, -1.55)
H (0.00, -2.02, -1.06)
H (1.50, -2.64, -0.38)
H (1.98, -0.33, 0.61)
H (2.20, -0.52, -1.15)
H (-0.50, -2.84, 1.41)
H (0.69, -1.65, 1.78)
H (1.62, 1.26, -2.24)
H (0.26, 2.39, -1.55)
H (1.76, 2.39, -0.65)
H (-6.03, -0.55, 0.45)

As for the HOMO energy (alpha / beta): -0.4555 / -0.4555 hartree. As for the orbital gap (alpha / beta): 8.55 / 8.55 eV. Its charge is +1.

Here are the Löwdin charges for atoms 1 to 2, given in e: C -0.499; C -0.094

# 2
Below is C6H18O6Tl as an isolated structure in a non-equilibrium geometry, with properties calculated with wB97M-V/def2-TZVPD.

Positions of all 31 atoms, in Å:
Tl (0.22, 1.34, -0.95)
C (0.53, -1.74, 1.36)
C (-0.83, -1.91, 0.67)
O (-1.48, -0.66, 0.47)
O (1.42, -0.82, 0.80)
H (1.02, -2.72, 1.36)
H (0.45, -1.34, 2.37)
H (-1.48, -2.55, 1.26)
H (-0.78, -2.46, -0.26)
H (-2.40, -0.73, 0.74)
H (2.29, -0.95, 1.18)
C (-2.58, 2.89, 1.07)
C (-1.63, 2.84, 2.21)
O (-0.71, 1.78, 1.99)
O (-2.07, 2.98, -0.26)
H (-3.23, 3.74, 1.28)
H (-3.25, 2.04, 0.98)
H (-2.11, 2.58, 3.16)
H (-1.13, 3.79, 2.37)
H (-0.37, 1.43, 2.81)
H (-2.56, 3.59, -0.82)
C (2.83, -1.04, -2.57)
C (1.61, -1.98, -2.29)
O (0.35, -1.26, -2.42)
O (2.80, 0.05, -1.73)
H (2.68, -0.64, -3.57)
H (3.76, -1.59, -2.43)
H (1.67, -2.39, -1.29)
H (1.56, -2.89, -2.90)
H (-0.26, -1.85, -2.88)
H (3.67, 0.46, -1.69)

Its spin multiplicity is 2. As for the HOMO energy (alpha / beta): -0.6036 / -0.5939 hartree. As for the orbital gap (alpha / beta): 10.41 / 3.24 eV. Its charge is +2.

Here are the Löwdin charges for atoms 1 to 2, given in e: Tl 1.193; C -0.154

# 3
Below is C39H34N5O2P2Pt as an isolated structure in a non-equilibrium geometry, with properties calculated with wB97M-V/def2-TZVPD.

Positions of all 83 atoms, in Å:
Pt (0.14, 0.59, 1.61)
C (-0.28, 4.66, 3.29)
C (-0.28, 3.15, 3.25)
O (-0.55, 2.64, 2.12)
C (-0.06, 2.47, 4.43)
C (-0.06, 1.07, 4.61)
C (-0.05, 0.54, 6.02)
N (-0.08, 0.21, 3.63)
N (-0.16, -1.13, 4.01)
C (-0.16, -1.92, 2.99)
O (-0.08, -1.59, 1.75)
C (-0.27, -3.38, 3.29)
C (-0.32, -3.87, 4.59)
C (-0.41, -5.23, 4.83)
C (-0.46, -6.13, 3.76)
C (-0.41, -5.65, 2.46)
C (-0.32, -4.28, 2.23)
H (-0.23, 5.06, 2.28)
H (0.57, 5.03, 3.87)
H (-1.19, 5.03, 3.77)
H (0.07, 3.07, 5.32)
H (-0.01, 1.37, 6.73)
H (0.81, -0.11, 6.16)
H (-0.94, -0.06, 6.20)
H (-0.28, -3.16, 5.41)
H (-0.45, -5.61, 5.85)
H (-0.53, -7.19, 3.95)
H (-0.45, -6.34, 1.63)
H (-0.28, -3.89, 1.22)
N (2.35, 0.95, 1.40)
C (3.24, 1.07, 0.65)
N (4.23, 1.30, -0.13)
C (5.17, 0.50, -0.56)
N (6.04, -0.13, -1.00)
C (0.04, 0.68, -2.15)
P (-0.58, 1.19, -0.50)
C (-0.42, 3.00, -0.68)
C (-1.49, 3.89, -0.61)
C (-1.27, 5.25, -0.72)
C (0.02, 5.75, -0.87)
C (1.09, 4.87, -0.92)
C (0.87, 3.50, -0.82)
C (-2.35, 0.81, -0.69)
C (-3.11, 1.30, -1.75)
C (-4.44, 0.94, -1.88)
C (-5.04, 0.10, -0.95)
C (-4.29, -0.40, 0.11)
C (-2.95, -0.04, 0.24)
P (-0.24, -1.13, -2.52)
C (1.43, -1.76, -2.09)
C (2.39, -2.15, -3.03)
C (3.66, -2.53, -2.61)
C (3.98, -2.54, -1.26)
C (3.02, -2.21, -0.33)
C (1.74, -1.83, -0.73)
C (-0.15, -1.08, -4.35)
C (-0.84, -2.07, -5.06)
C (-0.81, -2.11, -6.44)
C (-0.10, -1.15, -7.15)
C (0.58, -0.16, -6.47)
C (0.56, -0.12, -5.08)
H (1.11, 0.92, -2.22)
H (-0.51, 1.27, -2.88)
H (-2.49, 3.51, -0.46)
H (-2.11, 5.94, -0.66)
H (0.19, 6.81, -0.95)
H (2.10, 5.24, -1.02)
H (1.72, 2.82, -0.82)
H (-2.67, 1.97, -2.48)
H (-5.03, 1.32, -2.71)
H (-6.08, -0.17, -1.05)
H (-4.74, -1.06, 0.84)
H (-2.35, -0.45, 1.05)
H (2.16, -2.14, -4.09)
H (4.41, -2.80, -3.35)
H (4.99, -2.79, -0.94)
H (3.25, -2.23, 0.73)
H (1.00, -1.59, 0.01)
H (-1.40, -2.81, -4.50)
H (-1.35, -2.89, -6.97)
H (-0.09, -1.18, -8.24)
H (1.14, 0.59, -7.01)
H (1.12, 0.64, -4.56)

As for the HOMO energy (alpha / beta): -0.1534 / -0.1534 hartree. As for the orbital gap (alpha / beta): 6.58 / 6.58 eV. Its charge is -1.

Here are the Löwdin charges for atoms 1 to 2, given in e: Pt 1.004; C -0.016

# 4
Below is an isolated molecule of C2H4ClNSi in a non-equilibrium geometry, with properties calculated with wB97M-V/def2-TZVPD.

Positions of all 9 atoms, in Å:
C (-0.59, -0.38, 1.38)
C (-1.51, -1.15, 1.47)
N (0.65, 0.25, -1.59)
Si (0.58, 0.98, 0.01)
Cl (-2.74, -2.24, 1.66)
H (0.07, -0.48, -1.76)
H (1.60, 0.00, -2.02)
H (0.23, 2.41, -0.01)
H (1.71, 0.61, 0.84)

The SMILES is N[SiH2]C#CCl. As for the HOMO energy: -0.3518 hartree. As for the orbital gap: 10.12 eV.

Here are the Löwdin charges for atoms 1 to 2, given in e: C -0.193; C -0.803

# 5
Below is C18H17GaN2O3 as an isolated structure, with properties calculated with wB97M-V/def2-TZVPD.

Positions of all 41 atoms, in Å:
Ga (0.63, 0.24, 0.00)
C (-5.57, -1.29, 2.08)
O (-5.52, 0.05, 1.57)
C (-4.39, 0.54, 1.12)
C (-4.45, 1.87, 0.64)
C (-3.34, 2.46, 0.15)
C (-2.07, 1.79, 0.09)
C (-0.96, 2.46, -0.44)
C (-0.97, 3.86, -0.94)
O (0.24, 1.93, -0.54)
C (-2.05, 0.43, 0.58)
O (-0.94, -0.34, 0.60)
C (-3.19, -0.17, 1.08)
H (-6.60, -1.44, 2.39)
H (-4.91, -1.40, 2.94)
H (-5.31, -2.00, 1.30)
H (-5.40, 2.40, 0.68)
H (-3.42, 3.47, -0.21)
H (-1.93, 4.36, -0.91)
H (-0.60, 3.85, -1.97)
H (-0.25, 4.44, -0.36)
H (-3.11, -1.18, 1.44)
N (2.16, 0.15, 1.33)
C (3.21, -0.67, 0.72)
C (4.39, -0.96, 1.33)
C (5.35, -1.75, 0.67)
C (5.11, -2.24, -0.59)
C (3.89, -1.95, -1.24)
C (3.55, -2.42, -2.53)
C (2.34, -2.10, -3.09)
C (1.45, -1.30, -2.38)
N (1.74, -0.85, -1.16)
C (2.94, -1.16, -0.57)
H (2.52, 1.08, 1.55)
H (1.86, -0.25, 2.22)
H (4.60, -0.58, 2.32)
H (6.29, -1.97, 1.17)
H (5.84, -2.85, -1.09)
H (4.26, -3.03, -3.07)
H (2.07, -2.44, -4.08)
H (0.49, -1.03, -2.79)

As for the HOMO energy: -0.5398 hartree. As for the orbital gap: 7.51 eV. Its charge is +2.

Here are the Löwdin charges for atoms 1 to 2, given in e: Ga 0.612; C -0.007

# 6
Below is C5H6I2O2 as an isolated structure in a non-equilibrium geometry, with properties calculated with wB97M-V/def2-TZVPD.

Positions of all 15 atoms, in Å:
C (0.07, 0.03, 0.68)
C (0.07, 0.01, -0.66)
C (-2.06, -0.01, -0.06)
C (1.18, 0.01, 1.66)
C (1.16, 0.00, -1.65)
O (-1.22, 0.00, 1.15)
O (-1.25, -0.01, -1.13)
I (-3.32, -1.80, 0.00)
I (-3.32, 1.79, 0.00)
H (2.04, 0.55, 1.25)
H (1.47, -1.02, 1.87)
H (0.87, 0.47, 2.59)
H (1.18, -0.95, -2.19)
H (2.11, 0.13, -1.14)
H (1.03, 0.80, -2.38)

As for the HOMO energy: -0.3046 hartree. As for the orbital gap: 7.88 eV.

Here are the Löwdin charges for atoms 1 to 2, given in e: C -0.289; C -0.254